w.
Below is a 3-piece molecular cluster, C4H4BrCl overall, with properties calculated with ωB97M-V/def2-TZVPD.

Calculated values
HOMO level, eV: -10.1
E_LUMO, eV: 0.445
Kohn-Sham gap, eV: 10.59
SMILES: C#CCl.C#C.Br

```
10
Properties=species:S:1:pos:R:3:lowdin_charge:R:1
C 0.26 -0.04 2.69 0.04
C 1.68 0.66 -1.09 -0.06
C 1.94 0.04 -2.09 0.00
C 0.21 -0.39 1.51 -0.68
Cl -0.38 -1.17 0.16 0.68
Br -4.71 0.14 -0.47 0.27
H -3.45 0.14 -1.19 -0.28
H 0.74 0.02 3.62 0.02
H 1.94 1.13 -0.21 0.00
H 1.76 -0.54 -2.94 0.00
```

x.
Below is a 3-piece molecular cluster, C4H4BrCl overall, with properties calculated with ωB97M-V/def2-TZVPD.

Calculated values
HOMO level, eV: -9.9
E_LUMO, eV: 0.596
Kohn-Sham gap, eV: 10.47
SMILES: C#CCl.C#C.Br

```
10
Properties=species:S:1:pos:R:3:lowdin_charge:R:1
C -1.55 -1.27 -1.51 0.04
C 0.88 0.58 0.55 0.00
C -0.20 0.36 1.01 -0.03
C -2.45 -0.49 -1.29 -0.78
Cl -3.71 0.41 -0.88 0.73
Br -1.89 4.11 -0.11 0.29
H -0.93 5.15 -0.07 -0.29
H -0.66 -1.61 -1.89 0.00
H 1.81 0.94 0.19 0.01
H -1.03 -0.23 1.32 0.02
```

Relative stability in kcal/mol, measured from the most stable structure: w 9.0; x 0.0

w.
Below is one molecule with the formula C5H12S, with properties calculated with ωB97M-V/def2-TZVPD.

Calculated values
HOMO level, eV: -9.0
E_LUMO, eV: 0.858
Kohn-Sham gap, eV: 9.85
SMILES: CCC[C@H](C)S

```
18
Properties=species:S:1:pos:R:3:lowdin_charge:R:1
C -1.93 -0.66 0.66 -0.15
C -1.49 -0.55 -0.80 -0.26
C -0.24 0.37 -0.71 -0.25
C 1.04 0.03 0.14 -0.73
C 1.94 1.27 0.10 -0.13
H -1.79 0.25 1.21 0.05
H -3.03 -1.03 0.61 0.10
H -1.30 -1.41 1.18 0.07
H -1.29 -1.56 -1.28 0.11
H -2.33 0.02 -1.37 0.13
H -0.67 1.24 -0.19 0.10
H 0.12 0.74 -1.63 0.08
H 0.77 -0.19 1.15 0.06
H 2.27 1.35 -0.95 0.08
H 2.67 1.29 0.82 0.04
H 1.18 2.11 0.31 0.10
H 2.12 -1.77 1.03 -0.15
S 1.97 -1.48 -0.27 0.73
```

x.
Below is one molecule with the formula C5H12S, with properties calculated with ωB97M-V/def2-TZVPD.

Calculated values
HOMO level, eV: -8.3
E_LUMO, eV: 1.028
Kohn-Sham gap, eV: 9.32
SMILES: CCCCSC

```
18
Properties=species:S:1:pos:R:3:lowdin_charge:R:1
C 2.34 -0.15 -1.69 -0.13
C 1.30 -1.09 -1.15 -0.27
C -0.18 -0.50 -1.42 -0.28
C -1.08 -0.50 -0.21 -0.51
S -0.33 0.63 1.04 0.80
C -1.66 0.91 2.26 -0.40
H 2.77 0.50 -0.89 0.08
H 3.23 -0.48 -2.19 0.05
H 1.82 0.68 -2.27 0.08
H 1.37 -1.15 0.00 0.09
H 1.35 -2.15 -1.23 0.09
H -0.69 -1.19 -2.19 0.13
H 0.01 0.41 -1.95 0.07
H -2.05 -0.21 -0.56 0.07
H -1.31 -1.44 0.28 0.08
H -2.63 0.37 2.02 0.08
H -1.80 1.89 2.37 -0.04
H -1.12 0.63 3.18 0.02
```

Relative stability in kcal/mol, measured from the most stable structure: w 0.0; x 14.8